Computed, not measured: a cluster of 2 separate species, C3H10NOS in total, with ωB97M-V/def2-TZVPD.

Atoms and positions in Å:
C -0.345 -0.274 1.829
C 0.459 -1.105 0.848
C 0.210 -0.635 -0.620
S 0.437 1.141 -0.934
N 1.858 -1.016 1.218
H -1.414 -0.420 1.629
H -0.158 0.786 1.761
H -0.165 -0.617 2.845
H 0.043 -2.109 0.909
H 0.913 -1.203 -1.227
H -0.824 -0.929 -0.869
H 2.433 -1.534 0.558
H 2.110 -0.032 1.166
H -1.105 2.496 -3.058
H -2.461 2.830 -2.614
O -1.991 2.621 -3.443

* E: -17647.205 eV
* molar mass: 108.19 g mol⁻¹
* net charge: -1
* ΔE to the lowest compared entry with this formula, charge and spin: 0.238 eV
* LUMO energy: 4.025 eV
* E_HOMO: -2.664 eV
* gap between HOMO and LUMO: 6.7 eV